{
  "formula": "C84H216N14O28",
  "method": "the ωB97M-V functional and the def2-TZVPD basis",
  "elements": ["C", "C", "O", "H", "H", "H", "H", "H", "H", "C", "C", "O", "H", "H", "H", "H", "H", "H", "C", "C", "O", "H", "H", "H", "H", "H", "H", "C", "O", "C", "C", "N", "C", "C", "O", "C", "H", "H", "H", "H", "H", "H", "H", "H", "H", "H", "H", "H", "H", "H", "H", "C", "O", "C", "C", "N", "C", "C", "O", "C", "H", "H", "H", "H", "H", "H", "H", "H", "H", "H", "H", "H", "H", "H", "H", "C", "O", "C", "C", "N", "C", "C", "O", "C", "H", "H", "H", "H", "H", "H", "H", "H", "H", "H", "H", "H", "H", "H", "H", "C", "O", "C", "C", "N", "C", "C", "O", "C", "H", "H", "H", "H", "H", "H", "H", "H", "H", "H", "H", "H", "H", "H", "H", "C", "O", "C", "C", "N", "C", "C", "O", "C", "H", "H", "H", "H", "H", "H", "H", "H", "H", "H", "H", "H", "H", "H", "H", "C", "O", "C", "C", "N", "C", "C", "O", "C", "H", "H", "H", "H", "H", "H", "H", "H", "H", "H", "H", "H", "H", "H", "H", "C", "O", "C", "C", "N", "C", "C", "O", "C", "H", "H", "H", "H", "H", "H", "H", "H", "H", "H", "H", "H", "H", "H", "H", "C", "O", "C", "C", "N", "C", "C", "O", "C", "H", "H", "H", "H", "H", "H", "H", "H", "H", "H", "H", "H", "H", "H", "H", "C", "O", "C", "C", "N", "C", "C", "O", "C", "H", "H", "H", "H", "H", "H", "H", "H", "H", "H", "H", "H", "H", "H", "H", "C", "O", "C", "C", "N", "C", "C", "O", "C", "H", "H", "H", "H", "H", "H", "H", "H", "H", "H", "H", "H", "H", "H", "H", "C", "O", "C", "C", "N", "C", "C", "O", "C", "H", "H", "H", "H", "H", "H", "H", "H", "H", "H", "H", "H", "H", "H", "H", "C", "C", "C", "O", "C", "N", "H", "H", "H", "H", "H", "H", "H", "H", "H", "H", "H", "C", "C", "C", "O", "C", "N", "H", "H", "H", "H", "H", "H", "H", "H", "H", "H", "H", "C", "C", "C", "O", "C", "N", "H", "H", "H", "H", "H", "H", "H", "H", "H", "H", "H"],
  "coordinates": [[1.099, -4.066, -3.795], [2.176, -4.505, -2.766], [3.126, -5.384, -3.317], [1.433, -3.645, -4.744], [0.583, -3.177, -3.434], [0.305, -4.792, -3.966], [1.754, -4.792, -1.803], [2.801, -3.653, -2.497], [3.866, -5.295, -2.712], [4.669, -2.342, -0.969], [5.702, -3.470, -1.035], [5.380, -4.303, -2.088], [4.443, -1.825, -1.902], [5.160, -1.568, -0.379], [3.762, -2.752, -0.525], [5.730, -4.132, -0.170], [6.677, -3.055, -1.289], [6.178, -4.785, -2.318], [1.774, 1.146, -6.067], [1.107, 2.375, -6.727], [1.714, 3.488, -6.089], [2.838, 0.970, -6.224], [1.336, 0.235, -6.474], [1.586, 1.098, -4.994], [0.066, 2.345, -6.406], [1.260, 2.532, -7.795], [1.026, 3.843, -5.521], [-8.337, -0.468, -4.452], [-7.322, -1.498, -4.413], [-6.800, -1.706, -3.138], [-5.618, -2.702, -3.237], [-6.042, -3.947, -3.880], [-4.856, -4.867, -3.947], [-5.234, -6.113, -4.783], [-5.909, -6.970, -3.827], [-6.154, -8.274, -4.294], [-9.140, -0.595, -3.726], [-8.838, -0.406, -5.418], [-7.912, 0.520, -4.278], [-7.599, -2.004, -2.459], [-6.386, -0.762, -2.782], [-5.228, -2.980, -2.258], [-4.850, -2.235, -3.855], [-6.316, -3.790, -4.840], [-4.480, -5.163, -2.967], [-4.119, -4.375, -4.581], [-4.293, -6.564, -5.101], [-5.846, -5.914, -5.663], [-6.795, -8.876, -3.651], [-5.232, -8.853, -4.349], [-6.477, -8.328, -5.333], [-9.820, 2.806, -5.109], [-9.444, 2.192, -3.886], [-10.071, 2.742, -2.708], [-10.164, 1.682, -1.580], [-8.858, 1.552, -0.888], [-8.829, 0.456, 0.044], [-7.388, 0.196, 0.597], [-6.537, -0.288, -0.419], [-5.199, -0.579, -0.015], [-10.244, 3.811, -5.106], [-10.581, 2.138, -5.513], [-8.910, 2.890, -5.703], [-11.096, 2.957, -3.014], [-9.579, 3.642, -2.341], [-10.365, 0.745, -2.100], [-10.974, 1.756, -0.854], [-8.191, 1.247, -1.582], [-9.126, -0.479, -0.432], [-9.497, 0.565, 0.898], [-7.463, -0.413, 1.498], [-6.879, 1.108, 0.909], [-5.062, -1.438, 0.642], [-4.760, 0.304, 0.448], [-4.474, -0.826, -0.791], [-5.671, 3.105, -1.743], [-4.666, 3.035, -2.716], [-4.760, 1.964, -3.624], [-3.636, 2.107, -4.654], [-2.325, 1.817, -4.102], [-2.032, 0.408, -3.788], [-2.095, -0.556, -4.969], [-1.749, -1.825, -4.602], [-1.830, -2.868, -5.540], [-6.665, 3.116, -2.191], [-5.612, 4.047, -1.197], [-5.684, 2.249, -1.067], [-5.680, 2.009, -4.206], [-4.759, 1.012, -3.093], [-3.655, 3.114, -5.069], [-3.832, 1.481, -5.524], [-2.157, 2.304, -3.234], [-2.733, 0.071, -3.025], [-1.050, 0.276, -3.332], [-1.413, -0.218, -5.749], [-3.113, -0.598, -5.357], [-1.130, -2.645, -6.345], [-2.857, -2.912, -5.905], [-1.473, -3.843, -5.205], [-2.254, -3.607, -2.008], [-2.613, -4.643, -1.149], [-3.088, -4.202, 0.159], [-3.614, -5.367, 0.946], [-3.714, -5.024, 2.281], [-4.031, -6.175, 3.017], [-4.572, -5.827, 4.391], [-3.582, -5.232, 5.184], [-4.006, -4.689, 6.433], [-1.797, -4.064, -2.886], [-1.617, -2.909, -1.466], [-3.126, -3.026, -2.309], [-3.785, -3.384, -0.028], [-2.353, -3.621, 0.716], [-2.937, -6.206, 0.785], [-4.575, -5.440, 0.438], [-2.872, -4.676, 2.716], [-3.164, -6.831, 2.939], [-4.895, -6.707, 2.618], [-4.873, -6.721, 4.937], [-5.440, -5.169, 4.376], [-3.096, -4.373, 6.943], [-4.432, -5.480, 7.049], [-4.660, -3.820, 6.372], [3.886, 0.228, 2.059], [3.907, 1.269, 1.085], [5.266, 1.690, 0.747], [5.238, 2.859, -0.198], [6.572, 3.279, -0.491], [6.656, 4.235, -1.619], [5.980, 5.575, -1.372], [6.640, 6.122, -0.300], [5.985, 7.271, 0.205], [4.381, 0.537, 2.980], [4.476, -0.637, 1.757], [2.846, -0.077, 2.173], [5.733, 0.873, 0.197], [5.936, 1.866, 1.589], [4.665, 3.690, 0.213], [4.839, 2.590, -1.175], [7.010, 3.749, 0.288], [6.229, 3.830, -2.536], [7.715, 4.307, -1.867], [4.893, 5.589, -1.285], [6.197, 6.211, -2.230], [6.077, 8.075, -0.526], [6.507, 7.696, 1.062], [4.965, 7.109, 0.552], [6.240, -2.718, 8.366], [5.145, -1.792, 8.217], [3.953, -2.174, 8.868], [2.776, -1.264, 8.498], [2.659, -1.092, 7.036], [1.590, -0.201, 6.671], [1.525, 0.068, 5.090], [0.406, 0.952, 4.707], [0.433, 1.289, 3.321], [5.915, -3.758, 8.341], [6.731, -2.662, 9.338], [6.901, -2.489, 7.530], [4.178, -2.117, 9.933], [3.726, -3.209, 8.611], [2.912, -0.350, 9.077], [1.810, -1.562, 8.907], [3.493, -0.667, 6.659], [1.788, 0.739, 7.186], [0.616, -0.617, 6.930], [1.481, -0.853, 4.509], [2.445, 0.565, 4.781], [-0.426, 1.916, 3.083], [0.505, 0.434, 2.649], [1.376, 1.832, 3.264], [-3.297, 6.901, -7.448], [-2.184, 6.870, -6.460], [-1.995, 5.580, -5.884], [-1.066, 5.583, -4.692], [-0.493, 4.253, -4.416], [0.342, 4.295, -3.179], [-0.427, 4.371, -1.854], [-1.258, 3.235, -1.790], [-2.085, 3.105, -0.665], [-3.332, 5.975, -8.022], [-3.226, 7.687, -8.199], [-4.284, 6.954, -6.989], [-1.608, 4.904, -6.647], [-2.985, 5.210, -5.616], [-1.745, 5.826, -3.874], [-0.297, 6.347, -4.805], [-1.224, 3.599, -4.173], [1.107, 5.070, -3.138], [0.925, 3.374, -3.163], [-1.066, 5.247, -1.741], [0.232, 4.354, -0.986], [-2.537, 2.115, -0.730], [-2.829, 3.902, -0.635], [-1.521, 3.063, 0.267], [10.837, 0.531, 0.763], [9.898, -0.075, -0.002], [9.306, 0.759, -1.044], [8.151, -0.016, -1.806], [7.365, 0.942, -2.593], [6.231, 0.274, -3.193], [5.422, 1.210, -4.094], [4.653, 2.149, -3.380], [3.878, 3.040, -4.214], [11.258, -0.078, 1.562], [10.405, 1.434, 1.195], [11.725, 0.658, 0.144], [10.035, 1.204, -1.721], [8.785, 1.629, -0.645], [7.577, -0.486, -1.007], [8.565, -0.796, -2.444], [7.039, 1.781, -2.135], [5.582, -0.166, -2.437], [6.535, -0.567, -3.815], [4.707, 0.639, -4.688], [6.163, 1.770, -4.665], [2.888, 2.583, -4.192], [4.215, 3.200, -5.238], [3.772, 3.982, -3.677], [-4.386, 3.138, 2.443], [-4.891, 2.038, 3.128], [-6.221, 2.196, 3.588], [-6.659, 0.862, 4.001], [-6.254, 0.462, 5.352], [-7.011, -0.695, 5.821], [-6.481, -1.327, 7.148], [-7.102, -2.521, 7.447], [-6.777, -3.049, 8.707], [-3.302, 3.208, 2.352], [-4.563, 4.081, 2.961], [-4.680, 3.155, 1.394], [-6.954, 2.589, 2.884], [-6.258, 2.868, 4.446], [-6.411, 0.122, 3.240], [-7.745, 0.943, 4.049], [-5.250, 0.372, 5.289], [-7.016, -1.508, 5.095], [-8.092, -0.595, 5.918], [-6.531, -0.657, 8.006], [-5.419, -1.554, 7.052], [-7.180, -4.060, 8.655], [-7.368, -2.527, 9.459], [-5.724, -3.115, 8.982], [6.842, 5.539, 7.603], [7.566, 5.198, 6.440], [7.875, 6.249, 5.539], [6.620, 7.082, 4.956], [5.943, 6.428, 3.838], [5.170, 5.274, 4.297], [4.355, 4.727, 3.139], [3.323, 5.624, 2.649], [2.379, 4.994, 1.867], [6.726, 4.627, 8.189], [5.810, 5.863, 7.464], [7.287, 6.281, 8.265], [8.370, 5.879, 4.641], [8.558, 6.955, 6.013], [6.966, 8.051, 4.596], [5.900, 7.360, 5.726], [5.381, 7.054, 3.280], [4.542, 5.568, 5.138], [5.875, 4.533, 4.673], [3.874, 3.848, 3.568], [4.961, 4.337, 2.321], [1.843, 5.773, 1.325], [1.684, 4.345, 2.400], [2.883, 4.398, 1.107], [6.034, -5.223, 5.855], [5.152, -4.758, 4.898], [4.401, -3.611, 5.346], [3.655, -2.860, 4.186], [2.617, -3.701, 3.644], [1.927, -3.072, 2.461], [0.804, -3.984, 1.971], [1.298, -4.937, 1.094], [0.332, -5.762, 0.433], [5.617, -5.259, 6.862], [6.877, -4.536, 5.920], [6.364, -6.231, 5.606], [5.010, -2.874, 5.870], [3.726, -3.983, 6.117], [4.340, -2.533, 3.404], [3.196, -1.967, 4.611], [3.087, -4.567, 3.422], [2.735, -3.008, 1.732], [1.562, -2.125, 2.859], [0.016, -3.396, 1.499], [0.424, -4.435, 2.888], [-0.237, -5.148, -0.266], [-0.346, -6.172, 1.181], [0.736, -6.617, -0.109], [-3.718, -1.779, 3.345], [-2.437, -1.877, 4.194], [-2.644, -1.357, 5.631], [-3.413, -0.159, 5.742], [-2.725, 1.119, 5.470], [-1.929, -3.269, 4.129], [-4.456, -2.453, 3.781], [-3.549, -2.236, 2.370], [-4.014, -0.732, 3.274], [-1.736, -1.198, 3.709], [-1.608, -1.389, 5.968], [-3.217, -2.059, 6.237], [-1.794, 1.102, 6.035], [-3.293, 2.004, 5.758], [-2.474, 1.252, 4.418], [-1.135, -3.296, 4.753], [-2.715, -3.770, 4.518], [6.512, 0.338, -7.676], [5.831, -0.961, -8.205], [4.577, -1.432, -7.427], [4.872, -1.440, -6.045], [3.946, -2.132, -5.293], [5.377, -0.706, -9.547], [6.665, 0.244, -6.601], [5.932, 1.254, -7.786], [7.459, 0.583, -8.158], [6.503, -1.812, -8.319], [4.227, -2.377, -7.843], [3.781, -0.703, -7.582], [4.327, -2.216, -4.275], [3.845, -3.109, -5.765], [2.963, -1.662, -5.283], [4.760, 0.093, -9.512], [6.203, -0.404, -10.043], [1.723, -0.386, -2.106], [1.067, 0.861, -1.480], [0.257, 0.475, -0.190], [-0.878, -0.304, -0.507], [-1.585, -0.622, 0.638], [2.093, 1.837, -1.230], [2.306, -0.125, -2.989], [0.979, -1.115, -2.428], [2.515, -0.748, -1.450], [0.438, 1.340, -2.230], [-0.039, 1.400, 0.304], [0.909, -0.179, 0.389], [-1.069, -1.371, 1.239], [-2.534, -1.102, 0.399], [-1.838, 0.160, 1.354], [2.581, 1.470, -0.426], [2.870, 1.825, -1.875]],
  "relative_energy_kj_mol": 166.11,
  "orbital_gap_ev": 8.71,
  "energy_ha": -6202.57278
}


{
  "formula": "C8H19FN5",
  "method": "the ωB97M-V functional and the def2-TZVPD basis",
  "elements": ["C", "C", "C", "C", "C", "C", "C", "C", "N", "N", "N", "N", "N", "F", "H", "H", "H", "H", "H", "H", "H", "H", "H", "H", "H", "H", "H", "H", "H", "H", "H", "H", "H"],
  "coordinates": [[-1.086, -0.012, 0.415], [0.471, 1.630, -0.122], [1.522, -0.583, 0.250], [0.765, 1.744, -1.633], [-1.996, 2.173, -0.294], [1.326, 0.991, 2.063], [-1.004, -2.371, 1.071], [2.302, -2.428, -1.248], [-0.890, 1.201, 0.087], [1.280, 0.723, 0.655], [-0.500, -1.124, 0.468], [-3.607, -0.637, 0.456], [1.932, -1.067, -0.927], [-3.997, -0.955, -0.810], [0.523, 2.594, 0.361], [1.882, -1.160, 1.066], [0.042, 2.470, -2.038], [0.521, 0.830, -2.188], [1.789, 2.043, -1.963], [-1.566, 3.132, -0.347], [-2.497, 1.678, -1.136], [-2.623, 2.319, 0.617], [0.302, 0.712, 2.403], [2.075, 0.368, 2.457], [1.478, 2.114, 2.265], [-1.115, -2.056, 2.128], [-0.197, -3.044, 1.019], [-1.972, -2.700, 0.486], [1.487, -3.144, -1.186], [2.493, -2.415, -2.400], [3.080, -2.880, -0.779], [-3.942, 0.383, 0.554], [1.724, -0.530, -1.750]],
  "relative_energy_kj_mol": 282.12,
  "orbital_gap_ev": [9.19, 7.68],
  "energy_ha": -689.36481,
  "total_charge": 1
}


{
  "formula": "C11H16AlBrCl2NO2P",
  "method": "the ωB97M-V functional and the def2-TZVPD basis",
  "elements": ["C", "C", "H", "H", "H", "O", "Cl", "Al", "P", "C", "C", "H", "H", "H", "C", "H", "H", "H", "H", "H", "H", "C", "O", "Cl", "Br", "C", "C", "C", "C", "N", "C", "H", "H", "H", "H"],
  "coordinates": [[0.908, 1.762, -3.203], [1.667, 0.868, -2.277], [1.588, 2.018, -4.029], [0.575, 2.689, -2.709], [0.027, 1.219, -3.593], [2.518, 0.077, -2.664], [-0.331, 4.025, 0.147], [-0.356, 1.954, -0.185], [0.148, -1.322, -1.045], [1.575, -2.416, -0.648], [-1.251, -2.197, -0.233], [-0.912, -1.165, -3.199], [-0.561, -2.868, -2.779], [0.757, -1.787, -3.370], [-0.164, -1.845, -2.778], [-2.127, -1.537, -0.264], [-1.459, -3.132, -0.771], [1.716, -3.188, -1.420], [1.384, -2.893, 0.321], [-1.005, -2.403, 0.814], [2.491, -1.815, -0.579], [1.382, 1.007, -0.772], [2.232, 1.071, 0.115], [-2.029, 1.173, -1.260], [-2.066, 3.211, 5.054], [-1.343, 1.872, 3.905], [-0.868, 0.673, 4.431], [-0.272, -0.225, 3.550], [-0.083, 0.131, 2.216], [-0.585, 1.274, 1.695], [-1.314, 2.085, 2.530], [-0.974, 0.480, 5.490], [0.068, -1.200, 3.889], [0.463, -0.534, 1.543], [-1.801, 2.938, 2.077]],
  "orbital_gap_ev": [3.61, 3.61],
  "energy_ha": -4711.59622,
  "total_charge": 2
}


{
  "formula": "C24H18Cl2FNO4S2",
  "method": "the ωB97M-V functional and the def2-TZVPD basis",
  "elements": ["Cl", "C", "N", "F", "C", "Cl", "C", "C", "C", "H", "H", "H", "C", "C", "C", "C", "C", "S", "C", "C", "C", "C", "C", "C", "O", "O", "S", "C", "C", "C", "C", "C", "C", "O", "O", "C", "C", "H", "H", "H", "H", "H", "H", "H", "H", "H", "H", "H", "H", "H", "H", "H"],
  "coordinates": [[0.769, -4.311, -1.532], [1.012, -3.577, -3.060], [0.850, -2.261, -3.110], [-0.466, -0.244, -0.065], [0.813, -1.687, -4.304], [0.380, -0.041, -4.308], [1.052, -2.380, -5.499], [1.377, -3.733, -5.436], [1.323, -4.356, -4.190], [0.947, -1.816, -6.421], [1.614, -4.294, -6.332], [1.492, -5.416, -4.032], [3.504, 2.786, 3.341], [2.367, 2.386, 4.032], [1.233, 2.010, 3.331], [1.174, 1.967, 1.908], [-0.005, 1.543, 1.216], [-0.186, 2.135, -0.461], [-1.840, 1.916, -1.105], [-2.130, 0.751, -1.791], [-3.330, 0.585, -2.447], [-4.314, 1.568, -2.331], [-4.040, 2.745, -1.619], [-2.777, 2.961, -1.046], [-0.090, 3.575, -0.338], [0.772, 1.473, -1.315], [-1.385, 0.784, 2.117], [-0.644, -0.824, 2.540], [-0.318, -1.750, 1.572], [0.415, -2.890, 1.870], [0.761, -3.140, 3.202], [0.386, -2.239, 4.201], [-0.294, -1.072, 3.860], [-1.557, 1.433, 3.401], [-2.575, 0.660, 1.320], [2.367, 2.402, 1.235], [3.485, 2.840, 1.943], [4.392, 3.069, 3.891], [2.315, 2.350, 5.116], [0.316, 1.798, 3.886], [-1.411, -0.062, -1.761], [-3.470, -0.307, -3.049], [-5.289, 1.409, -2.797], [-4.824, 3.509, -1.511], [-2.539, 3.898, -0.551], [-0.524, -1.409, 0.500], [0.734, -3.556, 1.065], [1.307, -4.027, 3.456], [0.612, -2.414, 5.251], [-0.534, -0.348, 4.628], [2.423, 2.388, 0.127], [4.349, 3.215, 1.399]],
  "orbital_gap_ev": 5.73,
  "energy_ha": -3097.47721
}


{
  "formula": "C5H11NO",
  "method": "the ωB97M-V functional and the def2-TZVPD basis",
  "elements": ["C", "C", "C", "N", "C", "C", "O", "H", "H", "H", "H", "H", "H", "H", "H", "H", "H", "H"],
  "coordinates": [[-0.966, -1.329, -0.684], [-0.654, 0.139, -0.395], [-1.489, 0.691, 0.762], [0.775, 0.344, -0.153], [1.468, -0.409, 0.876], [1.482, 1.190, -0.949], [1.036, 1.839, -1.877], [-0.764, -1.967, 0.185], [-2.024, -1.445, -0.940], [-0.371, -1.698, -1.526], [-0.862, 0.729, -1.291], [-1.272, 1.751, 0.921], [-2.557, 0.591, 0.545], [-1.291, 0.152, 1.697], [0.745, -0.773, 1.610], [2.011, -1.272, 0.471], [2.181, 0.232, 1.404], [2.550, 1.234, -0.656]],
  "relative_energy_kj_mol": 46.49,
  "orbital_gap_ev": 10.12,
  "energy_ha": -327.11364
}